(1)
The following is a quantum chemistry calculation of a gas-phase ion, C7H15N3 (charge +2) at a distorted geometry, from OMol25.

Last column: Löwdin charge in e.
Atoms and positions in Å:
N (0.544, 0.378, 0.359)  -0.0372
N (-0.660, -1.531, 0.690)  0.0906
N (-2.764, -2.257, -0.093)  0.1235
C (0.797, 1.449, 1.117)  0.0039
C (0.505, -1.001, 1.034)  -0.1517
C (2.152, 0.316, -1.421)  -0.0697
C (0.735, 0.427, -1.136)  -0.1667
C (0.938, 2.774, 0.573)  -0.0042
C (-3.211, -1.081, -0.338)  0.2296
C (-1.542, -2.448, 0.683)  -0.0297
H (0.832, 3.507, 1.392)  0.1272
H (0.857, 1.350, 2.159)  0.1339
H (-2.668, -0.182, -0.013)  0.1321
H (0.453, -0.724, 2.202)  0.1979
H (-3.352, -3.013, -0.366)  0.1745
H (-1.562, -3.456, 1.170)  0.1715
H (1.926, 2.890, 0.160)  0.1186
H (2.264, 0.233, -2.423)  0.0634
H (2.836, 1.155, -1.156)  0.1205
H (-4.073, -0.873, -0.910)  0.1251
H (0.126, -0.313, -1.616)  0.1177
H (1.565, -1.495, 0.910)  0.2010
H (0.278, 1.436, -1.469)  0.1589
H (2.700, -0.585, -1.296)  0.0928
H (0.325, 3.043, -0.213)  0.0768

Forces on atoms 1 to 3 (eV/Å):
N 1.575 1.433 2.094
N -5.348 -3.776 -2.063
N -0.025 2.574 0.272

**Total charge**: +2
**HOMO energy**: -18.38 eV
**SMILES string**: C=[NH+]/C=N/C/[N+](=C/C)CC
**LUMO level**: -9.15 eV
**ΔE to the lowest compared entry with this formula, charge and spin**: 109.0 kcal per mole



(2)
The following is a quantum chemistry calculation of a single C4H8N2 molecule at a distorted geometry, from OMol25.

Last column: Löwdin charge in e.
Atoms and positions in Å:
N (-0.387, -0.563, 0.746)  -0.0364
N (-0.098, -1.627, -1.520)  0.1823
C (0.401, 0.656, -0.763)  -0.0407
C (1.807, 1.124, -0.800)  -0.0926
C (-0.022, -0.729, -0.694)  -0.6155
C (-1.760, -0.745, 1.198)  -0.1116
H (-1.980, -1.797, 1.413)  0.0764
H (2.506, 0.346, -0.485)  0.0818
H (0.312, -0.930, 1.386)  0.1177
H (-0.376, 1.405, -0.931)  0.1122
H (1.939, 2.031, -0.202)  0.0800
H (-1.958, -0.148, 2.093)  0.0749
H (-2.429, -0.419, 0.397)  0.0838
H (2.046, 1.396, -1.839)  0.0876

Forces on atoms 1 to 3 (eV/Å):
N -0.259 -0.989 0.302
N -0.031 -0.017 0.134
C 0.327 0.478 -1.200

**HOMO energy (spin up / spin down)**: -6.95 / -8.60 eV
**LUMO level (spin up / spin down)**: -0.61 / 0.43 eV
**ΔE to the lowest compared entry with this formula, charge and spin**: 106.6 kcal per mole



(3)
The following is a quantum chemistry calculation of 2 unconnected molecules or ions with the total composition C4H15N4 at a distorted geometry, from OMol25.

Last column: Löwdin charge in e.
Atoms and positions in Å:
N (2.219, -2.893, 1.929)  0.0406
N (-0.874, -1.405, 0.405)  -0.0152
N (-1.505, 3.271, -0.264)  0.0218
N (0.251, 0.235, -1.570)  0.1475
C (-0.722, 1.391, -1.572)  -0.1480
C (-0.609, 2.127, -0.229)  -0.2881
C (1.178, -2.570, 1.044)  -0.2166
C (0.182, -1.726, 1.337)  -0.1953
H (2.179, -2.244, 2.702)  0.0820
H (0.457, 2.340, -0.053)  0.1186
H (0.036, -0.440, -0.753)  0.0988
H (-1.110, 3.952, -0.898)  0.0804
H (0.132, -1.194, 2.278)  0.1106
H (-1.220, -2.228, -0.073)  0.1023
H (1.201, 0.584, -1.439)  0.1567
H (1.151, -3.138, 0.118)  0.1153
H (-1.525, 3.679, 0.660)  0.0821
H (-0.469, 2.036, -2.410)  0.1298
H (3.130, -2.853, 1.496)  0.0851
H (-0.890, 1.387, 0.521)  0.1022
H (-1.667, -1.030, 0.912)  0.0965
H (-1.716, 0.965, -1.677)  0.1311
H (0.192, -0.248, -2.465)  0.1617

Forces on atoms 1 to 3 (eV/Å):
N -0.559 0.425 -0.190
N 0.033 -0.050 0.068
N 0.505 -0.605 0.265

**Total charge**: +1
**HOMO energy**: -11.46 eV
**LUMO level**: -3.05 eV
**ΔE to the lowest compared entry with this formula, charge and spin**: 40.2 kcal per mole



(4)
The following is a quantum chemistry calculation of a single C5H6O molecule, from OMol25.

Last column: Löwdin charge in e.
Atoms and positions in Å:
O (-2.352, 0.912, -0.780)  0.0510
C (1.485, -1.765, -0.289)  0.0342
C (-0.080, 1.401, 0.883)  -0.0463
C (-1.466, 0.089, -0.818)  -0.2395
C (-0.223, 0.200, -0.013)  -0.2627
C (0.655, -0.771, -0.137)  -0.0484
H (2.265, -1.740, -1.045)  0.0662
H (1.422, -2.647, 0.343)  0.0666
H (0.842, 1.354, 1.468)  0.0808
H (-0.080, 2.319, 0.288)  0.0870
H (-1.532, -0.811, -1.463)  0.1250
H (-0.936, 1.460, 1.563)  0.0860

Forces on atoms 1 to 3 (eV/Å):
O 0.341 -0.316 -0.024
C -0.107 0.132 0.018
C 0.057 0.046 0.072

**HOMO energy**: -9.84 eV
**SMILES string**: C=C=C(C)C=O
**LUMO level**: 0.59 eV
**ΔE to the lowest compared entry with this formula, charge and spin**: 32.6 kcal per mole



(5)
The following is a quantum chemistry calculation of a single C4H5NO2 molecule, from OMol25.

Last column: Löwdin charge in e.
Atoms and positions in Å:
O (-0.611, 1.216, 0.206)  0.0147
O (2.697, -0.116, 0.117)  0.0275
N (-2.088, -0.392, -0.672)  0.1120
C (0.377, -0.899, -0.255)  0.0875
C (-0.835, -0.145, -0.099)  -0.4903
C (1.356, 0.120, 0.070)  -0.3656
C (0.747, 1.321, 0.310)  -0.0237
H (-2.141, -1.341, -1.030)  0.0975
H (2.796, -1.054, -0.123)  0.1068
H (-0.542, -0.813, 0.890)  0.1994
H (1.118, 2.284, 0.649)  0.1369
H (-2.875, -0.181, -0.065)  0.0973

Forces on atoms 1 to 3 (eV/Å):
O 0.277 -0.649 -0.172
O -0.262 -0.350 -0.092
N -0.006 -0.184 0.266

**HOMO energy**: -8.76 eV
**LUMO level**: 0.46 eV
**ΔE to the lowest compared entry with this formula, charge and spin**: 92.0 kcal per mole



(6)
The following is a quantum chemistry calculation of a molecular structure, C39H42Cl3O3P2ReSi at a distorted geometry, from OMol25.

Last column: Löwdin spin population.
Atoms and positions in Å:
Re (-0.569, 0.027, -0.066)  0.9284
Cl (-1.922, -2.805, 3.806)  -0.0045
Cl (-2.698, 0.945, 0.107)  0.0459
Cl (-6.744, -0.462, 3.350)  -0.0072
P (0.530, 1.371, -1.770)  0.0043
P (0.963, -1.794, -0.630)  0.0170
Si (-0.647, 2.158, 2.869)  -0.0015
O (-1.817, -0.069, -2.628)  0.0412
O (-1.771, -1.665, -1.134)  0.0026
O (-1.211, -0.989, 1.643)  -0.0521
C (-3.052, -2.083, -3.082)  0.0008
C (2.356, -2.149, 0.499)  0.0152
C (0.172, -3.442, -0.565)  -0.0020
C (4.365, 1.723, -0.366)  0.0005
C (1.451, -1.770, -2.413)  -0.0089
C (-4.289, -1.571, 3.442)  0.0073
C (-0.531, 0.779, 4.181)  -0.0014
C (-1.041, -5.930, -0.283)  -0.0009
C (2.216, 1.983, -1.417)  0.0031
C (4.177, -3.549, 1.203)  0.0008
C (3.315, -1.869, 2.688)  0.0004
C (-2.160, -1.199, -2.238)  0.0042
C (-0.963, -5.068, 0.799)  0.0002
C (-0.173, 4.038, -1.431)  0.0013
C (0.218, 1.663, 1.223)  0.0076
C (-2.980, -1.704, 3.031)  -0.0160
C (4.063, 3.373, -2.078)  0.0003
C (2.743, 2.991, -2.219)  -0.0001
C (-2.447, -0.928, 1.965)  0.0085
C (-4.671, 0.108, 1.740)  0.0069
C (-0.958, 5.157, -1.631)  -0.0001
C (4.875, 2.749, -1.145)  0.0000
C (3.250, -3.184, 0.241)  0.0018
C (-0.345, -3.840, 0.664)  -0.0007
C (-2.202, 3.987, -3.315)  0.0000
C (0.436, 3.634, 3.419)  -0.0022
C (0.950, 0.539, -3.350)  -0.0072
C (-2.423, 2.837, 2.661)  0.0020
C (-5.131, -0.667, 2.800)  -0.0182
C (-0.417, 2.871, -2.158)  0.0026
C (-3.361, -0.042, 1.342)  -0.0135
C (-1.431, 2.857, -3.111)  0.0011
C (4.211, -2.892, 2.424)  -0.0001
C (-0.503, -5.553, -1.500)  0.0001
C (2.384, -1.503, 1.732)  0.0064
C (2.012, -0.532, -3.106)  -0.0002
C (0.089, -4.310, -1.650)  -0.0011
C (-1.982, 5.128, -2.563)  0.0015
C (3.042, 1.338, -0.503)  0.0036
H (4.466, 4.156, -2.699)  0.0000
H (0.515, -2.029, -2.917)  0.0000
H (-2.574, -3.055, -3.196)  0.0002
H (0.213, 1.022, 4.933)  -0.0001
H (-0.782, 6.051, -1.051)  0.0000
H (2.857, -0.124, -2.548)  -0.0001
H (-2.584, 3.279, 1.683)  0.0008
H (1.656, -0.730, 1.942)  0.0049
H (-4.657, -2.155, 4.271)  0.0007
H (-3.182, 2.080, 2.820)  0.0000
H (-2.979, 3.976, -4.063)  0.0000
H (1.262, 1.486, 1.488)  0.0164
H (0.643, 4.082, -0.723)  -0.0001
H (4.869, -4.356, 1.007)  0.0001
H (0.476, -4.050, -2.623)  0.0000
H (1.332, 1.312, -4.023)  -0.0008
H (-2.598, 3.619, 3.393)  0.0004
H (-1.479, 0.643, 4.694)  -0.0002
H (-3.240, -1.631, -4.052)  0.0002
H (-1.382, -5.355, 1.751)  0.0000
H (1.485, 3.363, 3.478)  0.0001
H (5.906, 3.043, -1.032)  0.0000
H (-5.321, 0.823, 1.262)  0.0007
H (4.925, -3.191, 3.176)  0.0000
H (-0.269, -3.168, 1.507)  -0.0001
H (5.001, 1.218, 0.346)  0.0001
H (-1.512, -6.896, -0.183)  -0.0001
H (0.047, 0.106, -3.780)  0.0000
H (2.386, -0.855, -4.080)  -0.0005
H (3.335, -1.363, 3.642)  0.0001
H (3.212, -3.720, -0.697)  0.0001
H (0.226, 2.580, 0.629)  -0.0022
H (2.155, -2.598, -2.529)  -0.0013
H (0.125, 3.973, 4.401)  -0.0004
H (2.119, 3.469, -2.959)  0.0000
H (-1.620, 1.963, -3.681)  0.0001
H (-3.992, -2.244, -2.559)  0.0002
H (-0.252, -0.177, 3.746)  -0.0001
H (0.343, 4.469, 2.732)  0.0000
H (2.646, 0.520, 0.086)  0.0036
H (-0.548, -6.217, -2.350)  0.0000
H (-2.602, 5.996, -2.714)  0.0001

Forces on atoms 1 to 3 (eV/Å):
Re 0.746 -1.635 1.029
Cl 0.131 -0.205 0.242
Cl -1.057 1.250 -0.762

**2S+1**: 2
**<S²>**: 1.20
**Total charge**: +1
**HOMO energy (spin up / spin down)**: -10.75 / -10.72 eV
**LUMO level (spin up / spin down)**: -4.94 / -4.46 eV